Entry 1:
{"formula": "C2H30NO15", "method": "ωB97M-V/def2-TZVPD", "elements": ["O", "O", "O", "O", "O", "O", "O", "O", "O", "O", "O", "O", "O", "O", "O", "N", "C", "C", "H", "H", "H", "H", "H", "H", "H", "H", "H", "H", "H", "H", "H", "H", "H", "H", "H", "H", "H", "H", "H", "H", "H", "H", "H", "H", "H", "H", "H", "H"], "xyz": [[-3.329, -2.640, 0.851], [-1.373, -4.299, 1.437], [-2.526, 1.937, 1.472], [-1.135, 2.758, -2.798], [0.766, 1.085, -3.806], [3.736, 2.344, 1.239], [3.568, 0.147, -1.071], [-1.371, 4.150, 1.225], [-2.558, -0.307, 1.483], [2.076, 0.382, 1.722], [-0.593, -1.876, 2.109], [2.073, -2.223, 1.258], [-0.093, 4.410, -1.175], [1.869, -2.622, -1.405], [-0.613, -3.883, -0.985], [-1.093, 0.945, 0.150], [-0.922, -0.138, -0.865], [-2.174, 0.864, 1.051], [3.151, 3.003, 0.865], [2.011, -2.618, -0.447], [-1.388, 0.292, -1.778], [2.956, 0.472, -1.803], [-0.765, 4.233, -0.584], [-0.813, 3.315, -3.331], [-0.978, -3.484, 1.516], [-3.129, -1.695, 0.586], [2.764, 0.567, 1.003], [-2.027, 3.315, 1.238], [2.190, -1.252, 1.011], [2.381, 0.667, 2.642], [0.939, -3.114, -1.492], [0.513, 0.286, -3.417], [-3.090, -2.594, 1.816], [0.023, 1.567, -3.443], [-1.520, -0.877, -0.339], [-1.148, -1.029, 1.936], [4.192, 2.101, 0.437], [-1.260, 2.965, -1.917], [-2.189, -4.130, 1.048], [0.721, 4.331, -0.735], [0.065, -0.369, -0.760], [1.039, -2.376, 1.369], [-0.924, 4.142, 1.965], [-0.997, 1.853, -0.355], [-1.283, -3.262, -0.809], [-0.436, -2.077, 2.992], [3.213, -0.788, -0.881], [-0.519, -4.480, -0.224]], "atomic_forces_ev_per_a": [[0.0672, 0.6392, 0.6421], [1.0252, -4.8510, 1.2347], [-2.3458, 2.1643, 1.5051], [-4.6547, -9.2786, 2.8072], [0.6190, 1.1780, -0.7054], [0.3941, 0.7371, -0.1620], [-1.8955, -1.1350, -0.6352], [-4.8917, -0.7108, -6.3495], [0.9195, 2.1192, -1.0053], [0.8517, 0.4279, 0.2524], [-0.3713, 1.1407, -2.8229], [-2.0351, 0.0670, -0.4786], [1.1511, 1.1181, -3.5531], [-2.3472, -1.1552, -0.9952], [1.8710, -1.3623, -1.4788], [-0.1699, 0.3105, -1.7239], [-3.2397, 2.0750, 1.9551], [1.5719, -2.1686, -0.2772], [-0.5693, 0.3211, 0.3722], [-0.0010, -0.2169, 0.3574], [0.7929, -1.1747, 0.0600], [1.0625, -0.7150, 1.3306], [-2.0182, -0.1295, 3.0997], [3.9004, 7.5346, -5.3694], [1.3228, 3.3592, 0.5266], [-0.3178, -0.9859, 0.6980], [-1.0648, 0.3566, 2.0711], [1.5896, 1.0932, 0.3634], [-0.8710, -1.6411, 1.3286], [-0.0786, -0.4974, -2.4832], [2.5395, 1.3991, 0.3982], [0.1043, -2.7505, 0.6571], [-0.4315, 0.1051, -1.4101], [-0.4028, 1.2540, 0.1101], [-0.0113, -0.8685, -1.0080], [0.1631, -1.2922, 0.5348], [0.6918, -0.6454, -0.3981], [0.2254, 1.4923, 1.8228], [-2.3735, 0.5577, -1.1130], [1.2814, -0.2062, 1.1051], [2.7273, -1.0543, -1.0646], [2.8871, 1.1934, -0.1846], [3.5406, -0.2287, 5.9829], [-0.2451, -0.9036, 1.5360], [-1.3632, 1.0020, 0.6913], [0.2149, 0.0483, 2.5228], [0.6782, 1.7864, -0.7966], [-0.4934, 0.4915, 0.0497]], "lowdin_charge": [-0.12, -0.03, 0.02, 0.06, -0.04, -0.05, -0.10, -0.07, -0.11, -0.12, -0.07, -0.15, -0.01, -0.16, -0.05, 0.02, -0.04, -0.68, 0.04, -0.05, 0.10, 0.07, -0.05, -0.06, -0.07, 0.03, 0.03, 0.04, 0.01, 0.09, 0.05, -0.01, 0.06, -0.03, 0.06, 0.07, 0.03, -0.01, -0.02, 0.02, 0.04, 0.07, -0.07, 0.10, 0.00, 0.04, 0.05, 0.05], "de_lowest_ev": 2.875, "total_charge": -1, "orbital_gap_ev": 8.97, "total_energy_ev": -34764.6291, "max_force_ha_per_bohr": 0.2091}

Entry 2:
{"formula": "C21H24ClNO3", "method": "ωB97M-V/def2-TZVPD", "elements": ["Cl", "O", "O", "O", "N", "C", "C", "C", "C", "C", "C", "C", "C", "C", "C", "C", "C", "C", "C", "C", "C", "C", "C", "C", "C", "C", "H", "H", "H", "H", "H", "H", "H", "H", "H", "H", "H", "H", "H", "H", "H", "H", "H", "H", "H", "H", "H", "H", "H", "H"], "xyz": [[4.246, -1.776, 1.444], [0.856, 1.733, -0.988], [0.332, -3.347, -0.737], [2.556, 2.101, 0.427], [0.591, -1.117, -0.968], [2.179, 4.482, 0.042], [1.862, -1.034, -0.294], [-0.111, -2.267, -1.060], [0.414, -0.159, 3.121], [0.538, -0.348, 1.756], [1.467, -0.470, 3.963], [-2.841, 1.161, -0.091], [1.710, -0.850, 1.204], [-1.458, -1.708, -3.112], [-2.253, 0.286, -0.989], [-3.405, -0.674, 1.335], [-1.525, -2.074, -1.625], [-3.415, 0.686, 1.075], [2.662, 0.150, -0.876], [1.923, 1.418, -0.517], [-2.234, -1.082, -0.738], [2.644, -0.970, 3.436], [2.758, -1.153, 2.068], [1.918, 3.277, 0.933], [-2.849, -1.633, -3.732], [-2.821, -1.547, 0.436], [-2.843, 2.219, -0.305], [2.394, -1.974, -0.484], [1.737, 4.322, -0.938], [1.734, 5.367, 0.488], [3.248, 4.641, -0.072], [1.376, -0.327, 5.029], [2.713, 0.048, -1.961], [-2.806, -2.606, 0.649], [2.343, 3.419, 1.928], [-0.875, -2.477, -3.624], [-0.938, -0.759, -3.252], [0.142, -0.235, -1.178], [-0.510, 0.230, 3.522], [-1.813, 0.691, -1.888], [0.843, 3.085, 1.012], [3.663, 0.174, -0.452], [-3.453, -0.880, -3.231], [-3.869, 1.371, 1.776], [3.474, -1.219, 4.079], [-0.294, -0.106, 1.113], [-3.356, -2.591, -3.644], [-3.851, -1.056, 2.241], [-2.021, -3.045, -1.535], [-2.781, -1.376, -4.787]], "atomic_forces_ev_per_a": [[0.2828, -0.1347, -0.0593], [-0.2442, 0.1797, -0.0709], [0.1464, -0.3982, 0.1651], [0.3443, -0.0044, 0.0590], [0.2364, 0.3985, -0.0825], [0.0105, -0.4100, 0.0884], [0.1590, -0.2037, -0.0963], [-0.3870, 0.0424, -0.2302], [-0.0250, 0.0534, 0.0328], [0.0485, -0.0245, 0.0194], [-0.0079, 0.0128, 0.0069], [0.0366, 0.1146, 0.0240], [0.0931, -0.2454, 0.0432], [-0.2653, -0.0600, 0.0608], [-0.0965, -0.0992, -0.0144], [-0.0241, -0.0101, 0.0920], [0.2891, -0.1331, -0.0817], [-0.0302, 0.0624, 0.0680], [-0.1252, -0.0265, 0.0592], [0.3195, -0.2475, -0.1976], [-0.2586, 0.0517, 0.0370], [0.0592, -0.0104, -0.0210], [-0.3092, 0.1358, 0.1427], [-0.3744, 0.4413, 0.0567], [0.2187, 0.0483, 0.0066], [0.0136, 0.0116, -0.0601], [-0.0003, 0.0888, -0.0142], [-0.0611, 0.2477, 0.0263], [-0.0349, 0.0406, -0.0629], [-0.0379, 0.1229, 0.0389], [0.0868, 0.0679, -0.0017], [-0.0005, 0.0037, 0.1020], [-0.0044, 0.0450, 0.0217], [0.0114, -0.1280, 0.0094], [-0.0736, -0.0619, -0.1056], [0.0838, 0.0639, 0.0254], [0.0837, -0.0040, -0.0184], [-0.0071, -0.1085, 0.0061], [-0.0976, 0.0331, 0.0433], [0.0745, 0.0130, -0.1349], [0.1695, 0.0069, 0.0747], [-0.0448, -0.0264, -0.0372], [-0.1111, 0.0518, -0.0085], [-0.0453, 0.0519, 0.0464], [0.0855, -0.0356, 0.0309], [-0.1133, 0.0029, -0.1052], [-0.0925, -0.0931, -0.0050], [-0.0401, -0.0349, 0.0717], [0.1296, 0.0895, 0.0433], [-0.0703, 0.0179, -0.0948]], "lowdin_charge": [0.74, 0.10, 0.09, 0.01, 0.11, -0.06, -0.26, -0.45, -0.06, -0.01, -0.08, -0.07, -0.18, -0.21, -0.06, -0.08, -0.20, -0.09, -0.02, -0.50, -0.21, -0.10, -0.59, -0.21, -0.09, -0.03, 0.11, 0.14, 0.07, 0.08, 0.08, 0.10, 0.14, 0.12, 0.13, 0.12, 0.10, 0.10, 0.10, 0.11, 0.12, 0.10, 0.07, 0.10, 0.10, 0.10, 0.08, 0.10, 0.15, 0.07], "de_lowest_ev": 0.213, "orbital_gap_ev": 9.72, "smiles": "CCOC(=O)C[C@H](NC(=O)[C@H](CC)c1ccccc1)c1ccccc1Cl", "total_energy_ev": -42323.3722, "max_force_ha_per_bohr": 0.0113}

Entry 3:
{"formula": "C2F3NO2", "method": "ωB97M-V/def2-TZVPD", "elements": ["F", "F", "F", "O", "O", "N", "C", "C"], "xyz": [[2.300, -0.646, -0.601], [-2.961, 0.107, -0.191], [-1.244, 1.486, -0.069], [2.461, 1.318, 0.437], [-0.728, -1.935, 0.351], [3.131, 0.514, 0.001], [-1.645, 0.222, -0.258], [-1.029, -0.806, 0.324]], "atomic_forces_ev_per_a": [[0.1746, 0.7516, 0.4102], [-0.9893, 0.3229, -0.3246], [-0.0319, -0.2088, -0.3866], [0.6622, -1.3186, -0.7013], [0.3454, 1.0039, 0.4808], [-0.8835, 0.5894, 0.3082], [0.1021, 1.7329, 0.6233], [0.6203, -2.8734, -0.4100]], "lowdin_charge": [-0.19, 0.11, 0.09, 0.14, 0.19, 0.08, -0.35, -0.07], "de_lowest_ev": 3.242, "orbital_gap_ev": 8.07, "smiles": "O=C=C(F)F.O=NF", "total_energy_ev": -15805.7781, "max_force_ha_per_bohr": 0.0577}